No. 1
DFT (wB97M-V/def2-TZVPD) results for a molecular structure, C5H8O.

Structure (XYZ):
```
14
Properties=species:S:1:pos:R:3
O -1.545 1.349 0.702
C -1.101 0.381 1.574
C -1.781 0.255 -0.243
C 1.645 -0.585 -0.393
C -1.295 -0.697 0.818
C 2.219 0.327 -1.168
H 2.239 0.227 -2.251
H -1.139 0.399 -1.117
H 1.617 -0.484 0.688
H -2.835 0.200 -0.528
H -1.168 -1.764 0.918
H 1.159 -1.467 -0.804
H 2.695 1.210 -0.749
H -0.711 0.650 2.552
```

Calculated values
energy above the lowest of the compared OMol25 structures with the same formula, charge and spin	76.11	kcal/mol
HOMO	-8.89	eV
frontier orbital gap	0.3684	hartree

---

No. 2
DFT (wB97M-V/def2-TZVPD) results for a molecular structure, C26H27Cl5CsIN5OS3.

Structure (XYZ):
```
69
Properties=species:S:1:pos:R:3
Cs -0.121 1.391 2.452
I -1.865 -1.981 3.225
Cl -0.043 6.716 -2.379
Cl 2.748 3.239 0.690
Cl 2.367 4.767 -2.022
Cl -1.686 5.588 2.650
Cl -2.084 7.113 -0.055
S -1.003 2.502 -1.311
S -1.052 -0.824 -0.457
S -4.367 0.811 -0.679
O 1.930 2.017 4.636
N 1.482 -3.833 -2.578
N 1.820 4.277 4.364
N 2.121 -0.528 1.197
N 3.120 3.348 6.045
N 2.032 -5.224 -0.920
C 2.482 -0.484 -0.083
C 2.455 -1.588 -0.918
C -3.387 2.075 0.199
C 1.413 4.381 0.511
C 1.371 -5.100 -3.106
C -1.397 1.160 -2.469
C -0.721 -0.155 -2.103
C 1.018 -6.941 -4.541
C 1.272 5.033 -0.709
C 2.252 3.150 4.972
C -0.717 6.072 0.167
C -0.501 5.380 1.356
C -2.640 3.026 -0.730
C -2.854 0.041 3.373
C 1.742 -7.336 -2.257
C 1.731 -5.957 -2.055
C 0.559 4.527 1.586
C 2.032 -2.806 -0.401
C 1.383 -7.811 -3.503
C 1.697 -2.874 0.942
C 1.006 -5.570 -4.363
C 1.756 -1.711 1.693
C -2.732 -1.503 -0.619
C 0.192 5.897 -0.876
C -3.824 -0.728 0.106
C 1.866 -3.979 -1.267
H -2.427 3.953 -0.194
H 2.317 5.135 4.533
H 1.324 4.215 3.458
H -0.969 -0.913 -2.853
H -2.953 -1.605 -1.684
H 2.765 -1.493 -1.952
H -2.714 1.541 0.867
H 1.165 -2.972 -2.988
H -4.715 -1.358 0.166
H -2.477 1.042 -2.498
H -3.251 3.296 -1.593
H 0.726 -4.899 -5.165
H -4.072 2.651 0.823
H 2.021 -8.003 -1.452
H 2.998 4.197 6.571
H 2.780 0.489 -0.461
H 0.739 -7.352 -5.503
H -2.702 0.215 4.451
H 3.205 2.522 6.615
H 1.345 -3.799 1.375
H 1.459 -1.714 2.735
H -3.519 -0.495 1.128
H 0.364 -0.023 -2.121
H 1.379 -8.878 -3.686
H -1.056 1.463 -3.462
H -3.903 -0.288 3.311
H -2.684 -2.503 -0.184
```

Calculated values
energy above the lowest of the compared OMol25 structures with the same formula, charge and spin	4.79	kcal/mol
HOMO	-4.19	eV
charge	-1
frontier orbital gap	0.2222	hartree

---

> What is the formula in the first record?

C5H8O

---

> Which value of energy above the lowest of the compared OMol25 structures with the same formula, charge and spin does entry 1 give?

76.11 kcal/mol

---

> Look up the frontier orbital gap of the first one.

0.3684 hartree

---

Copy entry 2 word for word.
DFT (wB97M-V/def2-TZVPD) results for a molecular structure, C26H27Cl5CsIN5OS3.

Structure (XYZ):
```
69
Properties=species:S:1:pos:R:3
Cs -0.121 1.391 2.452
I -1.865 -1.981 3.225
Cl -0.043 6.716 -2.379
Cl 2.748 3.239 0.690
Cl 2.367 4.767 -2.022
Cl -1.686 5.588 2.650
Cl -2.084 7.113 -0.055
S -1.003 2.502 -1.311
S -1.052 -0.824 -0.457
S -4.367 0.811 -0.679
O 1.930 2.017 4.636
N 1.482 -3.833 -2.578
N 1.820 4.277 4.364
N 2.121 -0.528 1.197
N 3.120 3.348 6.045
N 2.032 -5.224 -0.920
C 2.482 -0.484 -0.083
C 2.455 -1.588 -0.918
C -3.387 2.075 0.199
C 1.413 4.381 0.511
C 1.371 -5.100 -3.106
C -1.397 1.160 -2.469
C -0.721 -0.155 -2.103
C 1.018 -6.941 -4.541
C 1.272 5.033 -0.709
C 2.252 3.150 4.972
C -0.717 6.072 0.167
C -0.501 5.380 1.356
C -2.640 3.026 -0.730
C -2.854 0.041 3.373
C 1.742 -7.336 -2.257
C 1.731 -5.957 -2.055
C 0.559 4.527 1.586
C 2.032 -2.806 -0.401
C 1.383 -7.811 -3.503
C 1.697 -2.874 0.942
C 1.006 -5.570 -4.363
C 1.756 -1.711 1.693
C -2.732 -1.503 -0.619
C 0.192 5.897 -0.876
C -3.824 -0.728 0.106
C 1.866 -3.979 -1.267
H -2.427 3.953 -0.194
H 2.317 5.135 4.533
H 1.324 4.215 3.458
H -0.969 -0.913 -2.853
H -2.953 -1.605 -1.684
H 2.765 -1.493 -1.952
H -2.714 1.541 0.867
H 1.165 -2.972 -2.988
H -4.715 -1.358 0.166
H -2.477 1.042 -2.498
H -3.251 3.296 -1.593
H 0.726 -4.899 -5.165
H -4.072 2.651 0.823
H 2.021 -8.003 -1.452
H 2.998 4.197 6.571
H 2.780 0.489 -0.461
H 0.739 -7.352 -5.503
H -2.702 0.215 4.451
H 3.205 2.522 6.615
H 1.345 -3.799 1.375
H 1.459 -1.714 2.735
H -3.519 -0.495 1.128
H 0.364 -0.023 -2.121
H 1.379 -8.878 -3.686
H -1.056 1.463 -3.462
H -3.903 -0.288 3.311
H -2.684 -2.503 -0.184
```

Calculated values
energy above the lowest of the compared OMol25 structures with the same formula, charge and spin	4.79	kcal/mol
HOMO	-4.19	eV
charge	-1
frontier orbital gap	0.2222	hartree